[1]
7
Properties=species:S:1:pos:R:3 method="wB97M-V/def2-TZVPD" max_force_ev_per_a=5.12 homo_lumo_gap_ev=8.573
C -0.24650 0.50587 -0.24958
C 0.95144 -0.17145 -0.36620
N -0.93276 -0.41251 0.52731
S 0.46964 -1.43833 0.66941
Cl 2.17758 -0.06631 -1.53826
H -0.92235 1.99465 -0.36853
H -1.49705 -0.41192 1.32585

[2]
7
Properties=species:S:1:pos:R:3 method="wB97M-V/def2-TZVPD" max_force_ev_per_a=3.29 charge=+1 homo_lumo_gap_ev=11.197
C 1.29833 -0.42684 -0.07556
C -1.40133 0.59923 0.11659
O -1.03739 1.69562 0.13932
O 0.16619 -0.55572 0.30786
Cl -2.61018 -0.42942 0.01077
H 1.94664 -1.18876 0.22563
H 1.63773 0.30589 -0.72460

[3]
8
Properties=species:S:1:pos:R:3 method="wB97M-V/def2-TZVPD" max_force_ev_per_a=10.97 homo_lumo_gap_ev="6.980 / 7.439" smiles="C=C(Cl)OP=O"
C 1.63282 0.07372 0.02572
C -0.01744 0.39274 0.16976
Cl -0.56070 1.95203 -0.00166
O -0.55278 -0.64696 0.75779
P -2.10205 -1.20489 0.25623
O -2.47920 -0.30505 -0.80548
H 2.30602 0.71603 -0.41993
H 1.77332 -0.97763 0.01757

[4]
6
Properties=species:S:1:pos:R:3 method="wB97M-V/def2-TZVPD" max_force_ev_per_a=5.18 homo_lumo_gap_ev="7.069 / 6.993"
C -0.49297 0.40663 -0.43612
C -0.84207 0.08397 0.68975
P 3.50219 0.80448 -0.52577
Cl 3.83067 -0.95367 0.36798
H 0.03612 0.73911 -1.24480
H -1.38800 -0.31251 1.43212